Here is C44H52BrCaCl5N7O2Si as an isolated structure at a distorted geometry from OMol25. Energies are from ωB97M-V/def2-TZVPD.

Geometry (Å):
Ca (0.467074, 0.014907, 0.298530)
C (-0.322560, -1.791058, 1.652242)
Si (1.127842, -2.784210, 2.227169)
C (2.503624, -1.530954, 2.681344)
N (2.983879, -0.752470, 1.546308)
C (3.776379, 0.395409, 1.988691)
C (5.260003, 0.053367, 2.137676)
C (5.856402, -0.209874, 0.752758)
C (4.769914, -0.778713, -0.168382)
C (3.743019, -1.587679, 0.617837)
C (1.845941, -4.088589, 1.034653)
C (2.658568, -5.126127, 1.474968)
C (3.168088, -6.061430, 0.592773)
C (2.903390, -5.955600, -0.761097)
C (2.107300, -4.921771, -1.220535)
C (1.577095, -4.013642, -0.323951)
C (0.689946, -3.832729, 3.763593)
C (0.718698, -3.325375, 5.056952)
C (0.177066, -4.026542, 6.119184)
C (-0.427438, -5.253115, 5.905969)
C (-0.468086, -5.778612, 4.626383)
C (0.081444, -5.070931, 3.575280)
H (-0.629633, -1.169072, 2.498017)
H (-1.173748, -2.422256, 1.401155)
H (3.344234, -1.999301, 3.222936)
H (2.023617, -0.832822, 3.366605)
H (3.368176, 0.742682, 2.938761)
H (3.672102, 1.213983, 1.266813)
H (5.351709, -0.841309, 2.756814)
H (5.793040, 0.861591, 2.640318)
H (6.693924, -0.906866, 0.837459)
H (6.240236, 0.723984, 0.335993)
H (5.205269, -1.419438, -0.936953)
H (4.248197, 0.037209, -0.671948)
H (4.260704, -2.398593, 1.158620)
H (3.044158, -2.052000, -0.083071)
H (2.890762, -5.205622, 2.528955)
H (3.779274, -6.876971, 0.955047)
H (3.318252, -6.676958, -1.449791)
H (1.902456, -4.815005, -2.274979)
H (0.944773, -3.216509, -0.677591)
H (1.166639, -2.358746, 5.229612)
H (0.207695, -3.612742, 7.117357)
H (-0.868316, -5.789961, 6.734055)
H (-0.944708, -6.733871, 4.444843)
H (0.037226, -5.483598, 2.577120)
C (-4.489923, -1.567026, -4.767937)
N (-4.410428, -2.148447, -3.445677)
C (-4.886337, -3.520623, -3.367871)
C (-4.048295, -4.149433, -2.256023)
N (-2.919929, -3.260000, -2.154865)
C (-2.044615, -3.409516, -1.021372)
C (-3.227441, -2.025683, -2.683598)
N (-2.501583, -1.022626, -2.435016)
C (-2.723844, 0.310707, -2.910023)
C (-1.549758, 1.196951, -2.452561)
N (-1.812429, 1.750192, -1.159313)
C (-1.959893, 2.977769, -0.889901)
N (-2.343792, 3.378823, 0.365907)
C (-2.349653, 2.485275, 1.491983)
C (-2.097601, 4.783411, 0.567705)
C (-1.851991, 5.309729, -0.854903)
N (-1.801280, 4.126303, -1.691234)
C (-2.409457, 4.232773, -2.998608)
H (-5.452698, -1.826740, -5.210779)
H (-3.695505, -1.944581, -5.429460)
H (-4.428976, -0.481444, -4.716078)
H (-4.731721, -4.041311, -4.322158)
H (-5.957108, -3.524487, -3.136371)
H (-3.720029, -5.162933, -2.507641)
H (-4.607235, -4.185816, -1.305150)
H (-1.341011, -4.228611, -1.182873)
H (-2.618389, -3.632545, -0.114036)
H (-1.497462, -2.477075, -0.892665)
H (-3.675779, 0.698625, -2.514204)
H (-2.766291, 0.351506, -4.006902)
H (-1.309454, 1.937768, -3.226091)
H (-0.696703, 0.523545, -2.346557)
H (-2.177041, 1.476522, 1.116446)
H (-3.310028, 2.544392, 2.010290)
H (-1.553464, 2.737018, 2.193723)
H (-1.222398, 4.957611, 1.212811)
H (-2.972233, 5.254944, 1.036732)
H (-0.907222, 5.860560, -0.926134)
H (-2.658676, 5.978265, -1.186245)
H (-3.032116, 5.132935, -3.053483)
H (-3.044611, 3.371357, -3.200533)
H (-1.651159, 4.309131, -3.785052)
Cl (0.547617, -2.220633, -3.045947)
C (1.566340, -0.827569, -3.052268)
C (1.503344, 0.041397, -1.964207)
C (2.249142, 1.205199, -2.136182)
Cl (2.135851, 2.416498, -0.925247)
C (3.051841, 1.473604, -3.241583)
Cl (3.969102, 2.934266, -3.348444)
C (3.114991, 0.543829, -4.272393)
Cl (4.114689, 0.827074, -5.647055)
C (2.343490, -0.609708, -4.188143)
Cl (2.357643, -1.740614, -5.496557)
Br (4.779064, 6.475672, 3.748526)
C (3.539349, 5.060550, 3.400444)
C (3.365228, 4.071264, 4.351416)
C (2.460913, 3.060937, 4.086599)
C (1.758111, 3.035019, 2.890467)
C (1.932378, 4.054680, 1.962659)
C (2.836743, 5.072052, 2.209187)
C (0.859499, 1.832413, 2.586043)
O (0.585453, 1.061685, 3.506156)
O (0.491155, 1.745678, 1.394349)
H (3.931440, 4.094004, 5.271298)
H (2.266521, 2.272599, 4.799379)
H (1.354790, 4.044259, 1.049506)
H (3.005876, 5.854967, 1.484279)

Atomic forces in eV per Å
-0.10 -1.16 -1.07
0.58 -1.10 -0.01
-0.61 0.26 0.19
-0.25 -0.54 0.31
-0.37 0.36 -0.26
0.36 0.41 0.24
-0.13 0.06 -0.04
-0.06 -0.03 0.02
-0.05 -0.04 0.07
0.14 -0.11 -0.58
-0.39 0.33 0.25
0.03 0.01 0.24
0.19 -0.14 0.03
0.03 -0.07 -0.07
-0.02 -0.03 -0.22
-0.16 -0.02 0.04
0.14 0.28 -0.30
0.16 0.06 -0.03
-0.06 0.01 0.20
-0.01 -0.05 0.15
-0.15 -0.18 0.01
0.09 -0.05 -0.13
0.10 0.16 0.19
-0.06 -0.16 -0.08
0.02 -0.08 0.01
-0.12 0.04 0.15
-0.03 0.00 -0.11
-0.02 0.02 0.09
0.02 0.01 0.12
-0.02 0.00 0.09
0.03 0.03 -0.06
0.07 -0.04 -0.04
-0.04 0.06 -0.07
0.00 -0.03 -0.12
-0.08 -0.01 -0.04
0.21 -0.05 0.10
0.00 -0.07 0.12
0.08 -0.03 0.06
0.03 -0.07 -0.10
-0.04 0.00 -0.15
-0.10 0.12 -0.14
0.06 0.21 0.11
0.02 0.07 0.09
-0.02 -0.07 0.07
-0.01 -0.05 0.01
-0.04 -0.10 -0.13
0.11 0.19 -0.03
0.07 -0.01 0.29
-0.11 -0.09 -0.04
-0.10 -0.11 0.04
-0.32 -0.54 -0.12
0.09 0.10 0.00
0.02 0.40 -0.08
0.13 -0.11 0.14
0.03 0.10 -0.25
-0.23 0.04 -0.32
0.00 -0.37 0.36
-0.12 -0.02 -0.25
0.22 0.45 0.05
-0.04 -0.07 0.13
-0.08 0.18 0.14
0.07 0.25 0.04
-0.06 -0.24 0.29
0.15 -0.12 -0.27
0.01 0.01 0.06
-0.05 0.07 0.02
0.00 -0.09 -0.08
0.02 0.02 0.04
0.11 -0.16 -0.09
-0.13 0.03 0.10
0.09 -0.04 -0.11
0.04 0.01 -0.01
0.01 0.12 0.03
-0.02 -0.16 0.09
0.12 0.14 -0.12
0.02 0.05 0.03
0.07 -0.01 0.06
-0.06 0.13 -0.31
-0.17 0.11 0.20
-0.03 -0.09 -0.01
-0.06 -0.03 0.02
-0.13 -0.09 -0.03
0.22 0.04 0.00
-0.15 0.07 0.09
0.09 -0.09 0.07
0.01 -0.08 0.06
0.01 -0.02 -0.06
-0.12 -0.05 -0.04
-0.29 -0.49 -0.04
0.24 0.54 0.13
0.53 0.01 -0.72
0.01 -0.72 -0.76
0.13 0.57 0.52
0.05 0.00 -0.04
0.07 0.08 -0.04
-0.03 0.01 0.03
0.06 0.03 -0.08
0.00 -0.06 0.01
0.03 -0.03 -0.05
-0.08 -0.14 -0.03
0.22 0.27 0.00
0.08 0.13 0.03
-0.15 -0.02 -0.05
-0.20 -0.25 -0.04
-0.04 -0.16 0.13
0.06 0.14 0.05
0.49 0.72 1.49
0.05 -0.07 0.10
-0.40 1.44 -0.02
0.00 0.01 0.04
0.07 -0.09 0.04
0.02 -0.07 -0.07
-0.02 0.06 0.00

Energy ... -8083.85972 Eh
HOMO ... -4.6 eV
F_max ... 1.7 eV Å⁻¹
Gap between HOMO and LUMO ... 6.9 eV
Lowest unoccupied orbital energy ... 2.30 eV
Net charge ... -1